No. 1
Below is C53H40N7O2P2PtSe2 as an isolated structure in a non-equilibrium geometry, with properties calculated with ωB97M-V/def2-TZVPD.

Atoms and positions in Å:
Pt -0.060 0.055 0.047
Se 0.000 -2.836 -6.478
P -1.173 -3.178 -4.776
C -2.931 -3.024 -5.259
C -3.830 -4.081 -5.313
C -5.099 -3.880 -5.832
C -5.466 -2.635 -6.312
C -4.568 -1.578 -6.263
C -3.306 -1.768 -5.734
C -0.850 -4.872 -4.193
C -0.173 -5.123 -3.007
C 0.199 -6.417 -2.690
C -0.096 -7.458 -3.554
C -0.727 -7.203 -4.763
C -1.088 -5.911 -5.088
C -0.871 -2.071 -3.404
C -1.209 -1.816 -2.058
N -0.395 -0.794 -1.712
N 0.358 -0.455 -2.716
N 0.092 -1.196 -3.736
P -2.307 -2.378 -0.733
Se -1.722 -1.914 1.267
C -2.482 -4.197 -0.908
C -3.179 -4.788 -1.959
C -3.241 -6.166 -2.058
C -2.626 -6.965 -1.110
C -1.951 -6.381 -0.048
C -1.877 -5.006 0.050
C -3.951 -1.678 -1.119
C -4.732 -1.142 -0.102
C -6.018 -0.712 -0.378
C -6.531 -0.832 -1.660
C -5.737 -1.319 -2.684
C -4.442 -1.723 -2.419
H -3.537 -5.056 -4.950
H -5.797 -4.705 -5.875
H -6.449 -2.490 -6.738
H -4.853 -0.614 -6.658
H -2.593 -0.954 -5.692
H 0.071 -4.311 -2.335
H 0.733 -6.614 -1.771
H 0.188 -8.470 -3.301
H -0.914 -8.008 -5.460
H -1.525 -5.679 -6.051
H -3.681 -4.173 -2.690
H -3.772 -6.624 -2.882
H -2.679 -8.041 -1.188
H -1.483 -6.999 0.705
H -1.356 -4.543 0.878
H -4.325 -1.047 0.896
H -6.626 -0.297 0.413
H -7.549 -0.532 -1.865
H -6.123 -1.392 -3.692
H -3.808 -2.060 -3.224
C -1.196 3.859 4.007
C -0.764 2.703 4.643
C -0.202 1.685 3.911
C -0.040 1.811 2.523
C -0.457 2.988 1.890
C -1.037 3.994 2.634
N 0.563 0.800 1.817
N 1.461 0.098 2.465
C 2.011 -0.908 1.764
C 3.024 -1.721 2.298
C 3.521 -2.761 1.545
C 3.042 -2.990 0.264
C 2.053 -2.173 -0.279
C 1.524 -1.120 0.439
H -1.647 4.652 4.584
H -0.874 2.589 5.712
H 0.119 0.770 4.378
H -0.280 3.109 0.828
H -1.377 4.894 2.136
H 3.381 -1.522 3.298
H 4.288 -3.405 1.958
H 3.435 -3.811 -0.319
H 1.727 -2.370 -1.293
O -2.900 1.141 1.743
C -2.751 1.611 0.636
N -3.527 2.614 0.103
C -3.280 2.788 -1.306
C -2.103 1.796 -1.480
O -1.549 1.565 -2.538
N -1.827 1.229 -0.302
C -2.828 4.194 -1.679
C -2.030 4.393 -2.800
C -1.641 5.668 -3.169
C -2.074 6.764 -2.440
C -2.867 6.572 -1.321
C -3.241 5.295 -0.939
C -4.479 2.457 -2.182
C -4.339 1.791 -3.393
C -5.441 1.563 -4.199
C -6.695 2.006 -3.814
C -6.845 2.659 -2.603
C -5.744 2.887 -1.797
H -4.370 2.890 0.574
H -1.685 3.538 -3.363
H -1.000 5.805 -4.030
H -1.781 7.764 -2.732
H -3.202 7.423 -0.742
H -3.848 5.161 -0.056
H -3.367 1.440 -3.704
H -5.316 1.043 -5.138
H -7.555 1.833 -4.448
H -7.819 3.007 -2.286
H -5.880 3.411 -0.863

For the highest occupied orbital energy (alpha / beta), the calculation gives -3.212 / -5.030 eV. Its spin multiplicity is 3. Its total charge is -1. Its total energy is -8182.47822 hartree. Its orbital gap (alpha / beta) is 0.1957 / 0.2094 Ha.

***

No. 2
Below is one molecule with the formula C3H4N2O3 in a non-equilibrium geometry, with properties calculated with ωB97M-V/def2-TZVPD.

Atoms and positions in Å:
H 0.244 -1.835 -1.215
N 0.934 -1.095 -1.158
C 0.513 0.031 -0.767
N 1.358 1.072 -0.560
C -0.941 0.356 -0.468
O -1.751 0.665 -1.284
O -1.313 0.306 0.876
C -0.865 -0.592 1.762
O -0.265 -1.589 1.528
H 2.300 0.940 -0.899
H 0.995 2.011 -0.570
H -1.209 -0.270 2.756

For the highest occupied orbital energy, the calculation gives -9.873 eV. Its total charge is 0. Its total energy is -451.94746 hartree. The calculation puts the relative energy (zero: lowest compared OMol25 entry of this formula, charge and spin) at 20.3 kcal per mole. Its orbital gap is 0.3850 Ha.

***

No. 3
Below is C24H27N3O3 as an isolated structure in a non-equilibrium geometry, with properties calculated with ωB97M-V/def2-TZVPD.

Atoms and positions in Å:
C -1.457 0.253 -3.984
H -2.361 -0.423 -3.527
H -0.809 -0.461 -4.378
H -1.974 0.873 -4.717
C -0.973 0.887 -3.013
C -0.261 0.030 -1.969
N -0.916 -0.061 -0.919
C -2.192 0.368 -0.339
H -2.614 -0.233 0.421
C -1.884 1.908 0.221
H -0.930 2.269 -0.333
H -2.661 2.339 0.191
C -1.430 1.880 1.534
C 0.006 0.971 1.820
C 1.084 1.258 1.148
C 2.358 0.645 1.173
C 2.107 -0.549 1.806
C 1.033 -1.000 2.389
C -0.155 -0.334 2.512
H -0.943 -0.531 2.821
H 0.910 -2.125 2.905
H 3.282 -1.248 1.947
H 3.297 0.869 0.868
H 1.383 2.430 0.680
C -2.272 1.363 2.863
C -1.827 1.748 4.146
C -2.744 1.616 5.024
C -3.908 1.159 5.068
C -4.353 1.236 3.561
C -3.596 1.440 2.561
H -3.968 1.201 1.646
H -5.542 0.820 3.409
H -4.613 1.094 5.819
H -2.318 1.643 6.046
H -0.759 1.990 4.174
H -0.760 2.877 1.987
H -2.972 0.445 -1.140
H -0.454 -0.740 -0.131
C 0.958 -0.788 -2.051
C 1.454 -1.833 -1.124
O 0.526 -1.998 -0.190
N 2.721 -2.335 -1.352
C 3.431 -2.167 -2.407
O 4.399 -2.700 -2.513
N 3.069 -1.321 -3.231
C 1.667 -0.421 -3.105
O 1.531 0.435 -4.075
C 3.773 -0.746 -4.283
H 3.417 -1.187 -5.157
H 4.946 -1.538 -4.213
H 4.181 0.119 -4.178
C 2.833 -3.576 -0.354
H 1.982 -3.597 0.572
H 3.805 -3.177 -0.009
H 2.820 -4.312 -0.880
H 0.205 1.635 -3.219
H -1.531 1.600 -2.522

For the highest occupied orbital energy, the calculation gives -8.538 eV. Its total charge is 0. Its total energy is -1319.93818 hartree. The calculation puts the relative energy (zero: lowest compared OMol25 entry of this formula, charge and spin) at 546.9 kcal per mole. Its orbital gap is 0.3183 Ha.

***

No. 4
Below is one molecule with the formula C9H18FNOS in a non-equilibrium geometry, with properties calculated with ωB97M-V/def2-TZVPD.

Atoms and positions in Å:
C 0.818 -2.498 -0.695
S 0.480 -0.630 0.348
O 0.494 -0.863 1.772
N -0.832 0.373 0.071
C -1.622 0.681 1.309
C -2.796 -0.296 1.204
C -3.154 -0.398 -0.261
F -4.121 0.538 -0.666
C -1.776 0.129 -0.993
C 1.878 0.427 -0.035
C 1.763 1.706 0.780
C 3.070 -0.471 0.230
C 1.621 0.662 -1.517
H -0.099 -3.093 -0.296
H 0.239 -2.357 -1.606
H -1.888 1.651 1.098
H -0.881 0.696 2.190
H -2.480 -1.236 1.418
H -3.731 -0.175 1.707
H -3.328 -1.400 -0.735
H -1.490 -0.675 -1.626
H -2.166 0.929 -1.587
H 2.212 2.470 0.323
H 0.756 1.881 0.855
H 2.167 1.657 1.724
H 2.957 -1.389 -0.302
H 3.180 -0.512 1.339
H 3.969 -0.004 -0.392
H 1.540 -0.369 -1.898
H 0.681 1.365 -1.724
H 2.539 1.202 -2.037

For the highest occupied orbital energy, the calculation gives -8.406 eV. Its total charge is 0. Its total energy is -981.53706 hartree. The calculation puts the relative energy (zero: lowest compared OMol25 entry of this formula, charge and spin) at 77.4 kcal per mole. Its orbital gap is 0.3356 Ha.

***

No. 5
Below is C22H23N4PdS2 as an isolated structure, with properties calculated with ωB97M-V/def2-TZVPD.

Atoms and positions in Å:
Pd 0.127 -0.811 0.426
C 4.927 -0.533 3.765
S 4.792 -1.982 2.692
C 3.220 -1.624 1.939
S 3.451 -0.527 0.596
N 2.200 -2.200 2.452
N 0.964 -1.981 1.946
C 0.047 -2.731 2.567
C -1.296 -2.654 2.198
C -2.294 -3.435 2.841
C -3.599 -3.315 2.470
C -3.937 -2.406 1.447
C -2.925 -1.682 0.859
N -1.632 -1.781 1.187
H 5.898 -0.585 4.257
H 4.139 -0.546 4.516
H 4.870 0.382 3.178
H 0.372 -3.399 3.356
H -1.990 -4.116 3.627
H -4.364 -3.907 2.958
H -4.958 -2.262 1.121
H -3.162 -0.977 0.078
C 1.957 2.868 -2.532
C 2.869 1.757 -1.995
C 4.063 2.406 -1.267
C 3.392 0.916 -3.169
C 2.115 0.887 -1.071
C 1.906 0.001 -0.147
H 2.531 3.543 -3.175
H 1.531 3.448 -1.711
H 1.132 2.449 -3.111
H 4.621 3.051 -1.953
H 4.741 1.647 -0.876
H 3.713 3.011 -0.428
H 3.900 1.555 -3.898
H 2.566 0.406 -3.667
H 4.096 0.161 -2.816
C -0.712 0.277 -1.180
C -2.133 0.652 -1.199
C -3.040 0.095 -2.111
C -4.382 0.432 -2.106
C -4.865 1.358 -1.185
C -3.978 1.942 -0.278
C -2.644 1.594 -0.291
C -6.263 1.713 -1.174
N -7.378 1.996 -1.161
H -0.100 1.178 -1.151
H -0.437 -0.309 -2.059
H -2.674 -0.634 -2.825
H -5.064 -0.020 -2.816
H -4.350 2.663 0.439
H -1.964 2.028 0.433

For the highest occupied orbital energy (alpha / beta), the calculation gives -2.842 / -4.522 eV. Its spin multiplicity is 3. Its total charge is -1. Its total energy is -1995.34214 hartree. The calculation puts the relative energy (zero: lowest compared OMol25 entry of this formula, charge and spin) at 1.4 kcal per mole. Its orbital gap (alpha / beta) is 0.2033 / 0.2595 Ha.

***

No. 6
Below is C16H40BrO11P3Si2 as an isolated structure in a non-equilibrium geometry, with properties calculated with ωB97M-V/def2-TZVPD.

Atoms and positions in Å:
C 4.511 -2.190 1.411
C 4.210 -1.179 2.668
C 2.635 -0.809 2.907
C 1.574 -2.028 2.647
Si 0.205 -1.590 1.305
C 1.117 -1.611 -0.390
C 0.313 -0.780 -1.599
O -0.145 0.465 -1.446
Br 0.012 -1.810 -3.334
O -1.049 -2.795 1.509
Si -2.346 -2.651 0.340
C -3.397 -4.300 0.500
C -3.428 -4.661 2.129
O -3.595 -3.725 3.087
P -3.726 -0.982 0.635
C -5.330 -1.466 1.547
C -2.899 0.582 1.344
H 5.682 -2.142 1.178
H 4.223 -3.282 1.718
H 3.980 -1.911 0.407
H 4.711 -1.669 3.634
H 4.775 -0.149 2.459
H 2.533 -0.510 4.059
H 2.285 0.167 2.318
H 0.947 -2.175 3.651
H 2.076 -3.075 2.441
H -0.244 -0.225 1.618
H 2.118 -0.979 -0.230
H 1.472 -2.682 -0.741
H -1.811 -2.622 -1.021
H -2.947 -5.160 -0.153
H -4.481 -4.028 0.124
H -3.330 -5.779 2.487
H -5.089 -1.440 2.702
H -6.131 -0.619 1.287
H -5.674 -2.529 1.204
H -2.331 0.317 2.357
H -3.615 1.504 1.492
H -2.056 0.903 0.562
C 7.372 -0.543 -4.310
O 7.368 0.410 -3.271
P 8.032 -0.006 -1.864
O 7.579 -1.322 -1.322
O 7.726 1.265 -0.924
C 6.431 1.822 -0.986
O 9.604 0.160 -2.160
C 10.480 -0.925 -1.965
H 6.339 -0.815 -4.545
H 7.830 -0.093 -5.194
H 7.929 -1.445 -4.040
H 5.666 1.044 -0.918
H 6.319 2.373 -1.924
H 6.306 2.523 -0.157
H 10.907 -1.208 -2.931
H 9.992 -1.796 -1.522
H 11.293 -0.605 -1.307
C -6.876 6.205 -0.374
O -7.504 5.044 0.125
P -7.448 3.711 -0.776
O -7.839 3.902 -2.205
O -8.358 2.671 0.050
C -9.578 3.150 0.575
O -5.962 3.164 -0.492
C -5.072 2.943 -1.561
H -7.637 6.969 -0.552
H -6.174 6.572 0.378
H -6.335 6.013 -1.304
H -10.138 3.704 -0.183
H -9.374 3.796 1.433
H -10.175 2.301 0.915
H -4.226 3.628 -1.459
H -5.533 3.089 -2.540
H -4.697 1.917 -1.498

For the highest occupied orbital energy, the calculation gives -7.704 eV. Its total charge is 0. Its total energy is -5638.38715 hartree. Its orbital gap is 0.2801 Ha.

***

No. 7
Below is C42H52BFIrN3O2P2S as an isolated structure, with properties calculated with ωB97M-V/def2-TZVPD.

Atoms and positions in Å:
Ir 0.514 0.227 0.381
C 4.530 4.954 5.706
S 4.828 3.171 5.767
C 3.416 2.609 4.772
C 3.635 1.166 4.341
C 2.479 0.657 3.464
N 2.302 1.498 2.309
P -0.779 1.903 1.404
C -0.627 2.727 2.989
C -0.134 4.033 3.071
C 0.020 4.642 4.304
C -0.316 3.967 5.472
C -0.807 2.671 5.399
C -0.959 2.056 4.169
C -1.236 3.145 0.203
C -0.673 3.067 -1.078
C -1.029 3.979 -2.054
C -1.959 4.971 -1.767
C -2.528 5.053 -0.501
C -2.173 4.146 0.481
P 2.686 1.009 0.795
C 2.870 2.531 -0.167
C 3.176 2.418 -1.523
C 3.249 3.554 -2.312
C 3.010 4.801 -1.748
C 2.698 4.913 -0.400
C 2.620 3.779 0.394
C 4.345 0.250 0.793
C 4.557 -1.098 0.529
C 5.841 -1.619 0.597
C 6.904 -0.794 0.932
C 6.693 0.554 1.198
C 5.416 1.080 1.125
H 5.288 5.423 6.327
H 3.542 5.182 6.103
H 4.623 5.316 4.683
H 3.334 3.254 3.896
H 2.503 2.702 5.365
H 3.711 0.517 5.217
H 4.568 1.087 3.783
H 1.557 0.703 4.055
H 2.682 -0.399 3.215
H 0.136 4.563 2.166
H 0.400 5.655 4.356
H -0.207 4.453 6.432
H -1.091 2.147 6.303
H -1.368 1.052 4.116
H 0.064 2.294 -1.287
H -0.582 3.931 -3.038
H -2.243 5.677 -2.536
H -3.253 5.828 -0.290
H -2.620 4.199 1.466
H 3.364 1.439 -1.955
H 3.492 3.470 -3.363
H 3.072 5.688 -2.364
H 2.516 5.890 0.029
H 2.368 3.841 1.445
H 3.721 -1.734 0.255
H 6.016 -2.665 0.382
H 7.905 -1.203 0.980
H 7.528 1.190 1.461
H 5.237 2.131 1.322
C 3.389 -2.967 -7.479
C 2.524 -4.174 -7.098
C 1.525 -4.452 -8.233
C 3.463 -5.380 -6.933
C 1.732 -3.911 -5.816
C 1.157 -4.969 -5.102
C 0.410 -4.793 -3.942
C 0.243 -3.497 -3.515
O -0.421 -3.006 -2.386
B -0.251 -1.650 -2.488
O 0.454 -1.245 -3.573
C 0.775 -2.435 -4.226
C 1.523 -2.604 -5.366
H 4.057 -3.247 -8.292
H 4.004 -2.643 -6.636
H 2.787 -2.125 -7.824
H 2.061 -4.648 -9.162
H 0.867 -3.595 -8.387
H 0.903 -5.319 -8.003
H 4.008 -5.549 -7.861
H 2.929 -6.299 -6.702
H 4.188 -5.188 -6.138
H 1.272 -5.978 -5.469
H -0.023 -5.632 -3.416
H 1.928 -1.746 -5.882
N -1.041 -4.184 2.808
C -0.882 -2.929 3.617
C -0.834 -1.732 2.669
N 0.235 -1.848 1.675
C 0.104 -3.094 0.916
C 0.079 -4.326 1.818
H -1.927 -4.137 2.298
H -1.087 -5.000 3.418
H 0.047 -3.019 4.181
H -1.711 -2.843 4.318
H -0.697 -0.816 3.242
H -1.783 -1.644 2.133
H 1.141 -1.802 2.133
H 0.924 -3.191 0.206
H -0.818 -3.042 0.330
H 1.005 -4.415 2.385
H -0.067 -5.234 1.235
F -0.707 -0.818 -1.531

For the highest occupied orbital energy (alpha / beta), the calculation gives -11.427 / -11.895 eV. Its spin multiplicity is 5. Its total charge is +2. Its total energy is -3255.87243 hartree. The calculation puts the relative energy (zero: lowest compared OMol25 entry of this formula, charge and spin) at 0.0 kcal per mole. Its orbital gap (alpha / beta) is 0.2290 / 0.2000 Ha.

***

No. 8
Below is an isolated ion of composition C4H12NOS2 and charge +1 in a non-equilibrium geometry, with properties calculated with ωB97M-V/def2-TZVPD.

Atoms and positions in Å:
C -3.910 -0.445 -0.219
S -2.142 0.124 -0.357
S -1.474 0.403 1.635
C 0.242 -0.244 1.477
C 1.163 0.449 0.410
N 0.589 0.713 -1.045
C 2.488 -0.428 0.036
O 3.029 0.301 -1.166
H -4.216 -0.810 -1.323
H -4.018 -1.312 0.432
H -4.601 0.411 0.036
H 0.167 -1.385 1.351
H 0.718 -0.012 2.509
H 1.494 1.420 0.798
H -0.229 0.115 -1.296
H 0.158 1.675 -0.995
H 1.249 0.610 -1.732
H 2.060 -1.454 -0.210
H 3.263 -0.314 0.883
H 3.971 0.183 -1.221

For the highest occupied orbital energy, the calculation gives -12.261 eV. Its total charge is +1. Its total energy is -1085.68244 hartree. The calculation puts the relative energy (zero: lowest compared OMol25 entry of this formula, charge and spin) at 35.6 kcal per mole. Its orbital gap is 0.3384 Ha.